No. 1
C15H15ClN2O | wB97M-V/def2-TZVPD

Structure (XYZ):
```
34
Properties=species:S:1:pos:R:3
C -2.931 1.581 -1.408
H -3.298 0.703 -1.936
H -2.234 2.107 -2.055
H -3.768 2.235 -1.177
C -2.217 1.165 -0.127
N -1.084 0.320 -0.422
C -1.243 -0.791 0.177
C -0.338 -1.902 0.140
C -0.462 -3.139 0.750
C 0.681 -3.875 0.426
C 1.466 -3.070 -0.366
N 0.847 -1.883 -0.545
C 1.364 -0.762 -1.276
C 1.725 0.393 -0.372
C 2.114 0.179 0.943
C 2.427 1.236 1.778
C 2.359 2.535 1.306
C 1.986 2.772 -0.005
C 1.676 1.705 -0.831
Cl 1.221 2.035 -2.462
H 1.930 3.779 -0.389
H 2.597 3.365 1.953
H 2.722 1.045 2.799
H 2.163 -0.832 1.321
H 2.250 -1.089 -1.831
H 0.605 -0.419 -1.985
H 2.419 -3.272 -0.816
H 0.907 -4.877 0.733
H -1.290 -3.453 1.353
O -2.369 -0.933 0.931
C -3.089 0.286 0.813
H -3.213 0.720 1.808
H -4.074 0.074 0.384
H -1.851 2.063 0.387
```

Output
SMILES   C[C@H]1COC(c2cccn2Cc2ccccc2Cl)=N1
Energy above the lowest of the compared OMol25 structures with the same formula, charge and spin   0.0 kcal per mole
E_HOMO   -8.24 eV
LUMO energy   0.0319 Eh
Maximum force   0.95 eV/A
E_tot   -1225.54180 Ha

No. 2
C15H15ClN8O3 | wB97M-V/def2-TZVPD

Structure (XYZ):
```
42
Properties=species:S:1:pos:R:3
N -4.387 -0.314 6.060
O -0.391 -0.834 -4.934
Cl 1.953 -2.893 2.979
N -3.246 -2.573 5.701
N 0.062 -1.515 4.108
N 0.437 -0.973 1.921
N -0.811 0.494 3.343
N -3.858 -1.415 5.803
O -1.214 -0.224 5.546
O 2.091 0.835 -6.812
C 0.459 -0.002 -5.222
C 0.691 -1.725 2.937
C -0.635 -0.452 4.245
C -0.285 0.096 2.143
C -0.056 -0.210 -0.881
C -0.459 2.151 -0.966
C 0.411 -0.162 -2.265
C -0.243 2.226 -2.369
C -0.422 0.951 -0.194
C 0.190 1.054 -3.000
N -0.630 1.020 1.170
N 0.623 1.094 -4.360
C 1.280 -0.236 -6.399
C -1.900 -2.597 6.374
C -1.170 -1.217 6.554
C 2.791 1.379 -5.695
C 1.695 2.040 -4.686
H -0.131 -1.156 -0.366
H -0.654 3.033 -0.405
H 0.802 -1.070 -2.785
H -0.308 3.104 -2.912
H -0.761 1.921 1.560
H 0.700 -0.385 -7.197
H 1.809 -1.171 -6.218
H -1.130 -3.154 5.858
H -2.051 -3.035 7.314
H -1.583 -0.707 7.447
H -0.042 -1.382 6.657
H 3.362 0.609 -5.165
H 3.450 2.217 -6.141
H 2.288 2.174 -3.749
H 1.275 3.006 -5.000
```

Output
Energy above the lowest of the compared OMol25 structures with the same formula, charge and spin   52.6 kcal per mole
E_HOMO   -8.23 eV
LUMO energy   -0.0014 Eh
Maximum force   10.28 eV/A
E_tot   -1704.41792 Ha

No. 3
C15H15F24IO3SSi | wB97M-V/def2-TZVPD

Structure (XYZ):
```
60
Properties=species:S:1:pos:R:3
S 1.445 -1.854 -0.151
Si 2.337 -3.046 -1.657
I 4.250 -1.887 -2.617
H 0.248 -1.909 -0.757
H 1.365 -3.312 -2.730
H 2.878 -4.296 -1.102
C 4.717 1.518 -7.311
C 5.838 0.562 -6.889
C 6.065 0.381 -5.383
F 6.457 1.549 -4.832
F 7.045 -0.529 -5.194
F 6.995 0.881 -7.493
F 5.449 -0.675 -7.335
O 5.160 2.821 -7.639
C 5.079 3.849 -6.755
C 6.422 4.594 -6.654
F 7.377 3.749 -6.222
F 6.298 5.594 -5.758
F 4.652 3.461 -5.541
F 4.174 4.750 -7.223
H 4.322 1.101 -8.235
H 3.929 1.526 -6.558
H 5.153 0.029 -4.896
H 6.697 5.003 -7.627
C -3.635 1.008 2.007
C -4.658 1.997 1.443
C -5.198 1.718 0.034
F -4.195 1.794 -0.869
F -6.120 2.651 -0.281
F -4.204 3.258 1.515
F -5.756 1.890 2.259
O -2.286 1.414 1.866
C -1.502 0.969 0.856
C -0.817 2.135 0.122
F -1.751 2.949 -0.406
F -0.069 1.634 -0.883
F -2.165 0.184 -0.018
F -0.505 0.206 1.377
H -3.820 0.985 3.079
H -3.810 0.010 1.606
H -5.658 0.728 -0.015
H -0.181 2.692 0.813
C -4.496 -3.067 5.620
C -3.742 -1.937 4.914
C -2.390 -2.277 4.273
F -1.499 -2.621 5.223
F -1.928 -1.180 3.633
F -3.609 -0.868 5.715
F -4.539 -1.568 3.852
O -4.306 -3.095 7.019
C -3.404 -3.931 7.600
C -2.505 -3.166 8.587
F -1.831 -2.205 7.927
F -1.614 -4.027 9.118
F -2.665 -4.600 6.698
F -4.079 -4.859 8.325
H -5.551 -2.845 5.468
H -4.261 -4.022 5.150
H -2.493 -3.092 3.553
H -3.109 -2.722 9.380
```

Output
SMILES   FC(F)C(F)(F)COC(F)(F)C(F)F.FC(F)C(F)(F)COC(F)(F)C(F)F.FC(F)C(F)(F)COC(F)(F)C(F)F.S[SiH2]I
E_HOMO   -9.80 eV
LUMO energy   0.0070 Eh
Maximum force   0.45 eV/A
E_tot   -4188.52951 Ha

No. 4
C15H15FO6S | wB97M-V/def2-TZVPD

Structure (XYZ):
```
38
Properties=species:S:1:pos:R:3
C 3.337 0.143 3.801
C 1.993 -0.355 2.984
C 0.927 -1.409 3.647
C -0.433 -1.897 2.815
C -0.802 -1.353 1.281
C -2.167 -1.837 0.478
C -1.907 -2.247 -1.094
C -2.743 -3.226 1.211
C 0.295 -0.262 0.644
O 0.144 0.321 -0.703
C -0.540 1.624 -0.671
C 0.329 2.617 -1.697
C 0.447 2.379 -3.185
S -0.308 1.047 -4.273
O -0.964 -0.128 -3.497
O 0.671 0.494 -5.366
F -1.612 1.805 -5.157
C 1.420 3.536 -3.823
O 1.886 3.557 -5.092
O 1.664 4.447 -2.690
C 1.216 3.960 -1.347
O 1.497 4.546 -0.170
C 1.666 0.207 1.478
H 3.794 -0.747 4.450
H 2.992 1.043 4.486
H 4.133 0.494 2.985
H 1.144 -1.803 4.750
H -1.132 -2.651 3.417
H -2.980 -0.966 0.539
H -2.813 -1.830 -1.734
H -0.854 -1.951 -1.512
H -1.975 -3.433 -1.197
H -3.620 -3.594 0.502
H -1.823 -3.985 1.167
H -3.083 -3.044 2.322
H -1.608 1.446 -1.172
H -0.646 2.080 0.405
H 2.453 0.974 1.019
```

Output
SMILES   Cc1ccc(C(C)C)c(OCC2=C(S(=O)(=O)F)C(=O)OC2=O)c1
E_HOMO   -8.60 eV
LUMO energy   -0.1185 Eh
Maximum force   10.18 eV/A
E_tot   -1529.42974 Ha

No. 5
C15H15IOPdS | wB97M-V/def2-TZVPD

Structure (XYZ):
```
34
Properties=species:S:1:pos:R:3
Pd -0.967 -1.294 0.265
I -2.388 -2.067 2.243
C -1.138 0.616 0.857
C -1.004 1.155 2.100
C -1.032 2.558 2.252
C -1.164 3.383 1.172
C -1.282 2.835 -0.125
C -1.410 3.627 -1.285
C -1.531 3.071 -2.543
C -1.544 1.694 -2.699
C -1.409 0.870 -1.577
C -1.271 1.430 -0.273
H -0.868 0.525 2.968
H -0.941 2.974 3.246
H -1.176 4.458 1.296
H -1.414 4.705 -1.176
H -1.626 3.709 -3.410
H -1.657 1.249 -3.679
C 2.082 -2.215 1.755
C 1.709 -2.075 0.286
C 2.928 -1.779 -0.579
C 0.981 -3.320 -0.215
O 0.884 -0.895 0.151
H 2.713 -3.091 1.909
H 1.182 -2.331 2.364
H 2.625 -1.331 2.089
H 3.661 -2.580 -0.471
H 3.390 -0.845 -0.264
H 2.649 -1.707 -1.630
H 1.642 -4.183 -0.144
H 0.694 -3.215 -1.263
H 0.102 -3.564 0.399
S -1.898 -1.860 -2.341
C -1.519 -0.509 -1.679
```

Output
Energy above the lowest of the compared OMol25 structures with the same formula, charge and spin   41.5 kcal per mole
Multiplicity   2
E_HOMO (alpha / beta)   -12.16 / -12.17 eV
LUMO energy (alpha / beta)   -0.1992 / -0.2322 Eh
Net charge   +1
Maximum force   1.12 eV/A
E_tot   -1479.24469 Ha